Entry 1:
Entry from OMol25: a cluster of 2 separate species, C5H10N4 in total in a non-equilibrium geometry (wB97M-V/def2-TZVPD).

Results
Energy above the lowest of the compared OMol25 structures with the same formula, charge and spin (kcal per mole): 131.45
E (eV): -11302.17771
E_LUMO (eV): 0.75

Geometry (Å):
C 1.7416 -0.2166 1.0533
C 1.3247 -0.0477 2.3232
C -1.7676 1.3561 -0.5248
C 2.0397 -1.1406 -1.2516
C -1.8893 -0.1348 -0.7291
N -0.7705 -2.9678 0.9060
N -1.0566 -1.9493 0.5080
N 1.5592 -0.4357 -0.1393
N -1.1347 -0.8038 0.2454
H 0.5119 -0.5892 2.7013
H 1.6543 0.8441 2.8668
H -0.8230 1.6540 -0.6439
H -2.5124 1.8280 -1.0650
H -1.9479 1.5403 0.5404
H 1.3817 -1.0858 -2.2389
H 2.9981 -0.8953 -1.4913
H 1.8737 -2.1668 -1.0331
H -2.9297 -0.5140 -0.6896
H -1.4598 -0.5945 -1.7031

natural (NBO) atomic charge list, values in e, 8 entries: C 0.452; C -0.689; C -0.599; C -0.412; C -0.219; N -0.148; N 0.262; N -0.428

=====

Entry 2:
Entry from OMol25: an isolated molecule of CHNO3 in a non-equilibrium geometry (wB97M-V/def2-TZVPD).

Results
Energy above the lowest of the compared OMol25 structures with the same formula, charge and spin (kcal per mole): 83.92
E (eV): -8680.04513
E_LUMO (eV): -0.45

Geometry (Å):
C -0.9285 0.0301 -0.2119
N 0.1605 -0.5859 -0.1199
O -1.8636 0.7134 -0.1558
O 0.6796 -1.7159 -0.1628
O 0.9768 0.7217 -0.1442
H 0.9753 0.8366 0.7947

Atomic charges from the natural (NBO) analysis, expressed in e, are listed below: C 0.811; N 0.137; O -0.408; O -0.455; O -0.553; H 0.468

=====

Entry 3:
Entry from OMol25: a structure of composition C4H6O2 in a non-equilibrium geometry (wB97M-V/def2-TZVPD).

Results
Energy above the lowest of the compared OMol25 structures with the same formula, charge and spin (kcal per mole): 65.59
E (eV): -8337.61683
E_LUMO (eV): 0.70

Geometry (Å):
C -1.4492 -0.1836 -0.5105
C 0.0412 0.0370 -0.4810
C 0.6318 1.2099 0.0316
O 1.8805 1.2555 0.2450
C 1.1269 -1.0040 0.8809
O 0.7146 -1.9676 1.3815
H -1.6490 -1.1717 -0.0889
H -1.9775 0.5470 0.1097
H -1.9043 -0.1687 -1.5104
H 0.6075 -0.5158 -1.2307
H 0.0071 2.0107 0.4596
H 1.9669 -0.0352 0.6916

natural (NBO) atomic charge list, values in e, 8 entries: C -0.633; C -0.410; C 0.306; O -0.643; C 0.515; O -0.462; H 0.219; H 0.213

=====

Entry 4:
Entry from OMol25: an isolated molecule of C5H12NO2P in a non-equilibrium geometry (wB97M-V/def2-TZVPD).

Results
Energy above the lowest of the compared OMol25 structures with the same formula, charge and spin (kcal per mole): 21.00
E (eV): -20253.15759
E_LUMO (eV): 0.78

Geometry (Å):
C -0.4472 1.2450 -0.4765
C 0.0672 2.3754 -0.0074
C 0.1795 0.2005 -1.3782
C -0.1930 0.2369 -2.8260
C -0.0828 -1.6526 2.9450
N 0.0750 -1.1469 1.5517
O -0.5758 -3.2968 0.2298
O -0.4560 -1.0279 -0.9789
P 0.1425 -2.0130 0.1248
H -1.4591 0.8623 -0.2317
H 1.4376 -2.1790 -0.2274
H 0.9445 2.8974 -0.5171
H -0.3726 2.9447 0.7401
H 1.2317 0.2043 -1.3378
H 0.0545 1.2932 -3.3269
H -1.3060 0.0750 -3.0160
H 0.2246 -0.4951 -3.5201
H 0.8618 -2.1714 3.2470
H -0.5322 -0.9103 3.5643
H -0.7684 -2.4597 2.7818
H 0.7838 -0.4699 1.3396

natural (NBO) atomic charge list, values in e, 8 entries: C -0.190; C -0.391; C 0.024; C -0.618; C -0.407; N -0.989; O -1.090; O -0.805

=====

Entry 5:
Entry from OMol25: a structure of composition C23H27AuO10P3Se2 in a non-equilibrium geometry (wB97M-V/def2-TZVPD).

Results
Energy above the lowest of the compared OMol25 structures with the same formula, charge and spin (kcal per mole): 17.89
E (eV): -207026.52441
E_LUMO (eV): 1.57
Total charge: -1

Geometry (Å):
Au 1.6622 -0.6624 -0.0727
O 3.1634 1.9357 -0.2779
P 4.0756 1.1037 -1.3423
O 5.2195 1.9283 -1.7709
O 4.2006 -0.2703 -0.7543
O 3.0348 0.9110 -2.5992
P 2.5607 -0.5329 -3.1761
O 3.9143 -1.3791 -3.2240
O 1.9815 -0.3447 -4.5177
O 1.6386 -1.1921 -2.1280
H 3.0425 2.8382 -0.5893
H 4.3168 -1.3341 -2.3335
O 3.5792 -3.0038 4.4279
C 2.6945 -2.0298 3.8670
C 1.4197 -2.6611 3.2954
C 0.8573 -3.6653 4.3147
O 0.6180 -3.1149 5.6029
C 1.6679 -3.4431 2.0004
Se 2.7463 -2.6016 0.6287
C 0.3577 -1.5940 3.0235
Se 0.9822 0.0135 2.1311
H 4.0790 -3.3871 3.6992
H 3.2090 -1.4431 3.1095
H 2.4303 -1.3414 4.6736
H 1.5340 -4.5199 4.3954
H -0.1098 -4.0276 3.9565
H 1.4702 -2.8280 5.9488
H 0.7160 -3.7504 1.5653
H 2.2322 -4.3566 2.2170
H -0.0795 -1.2539 3.9647
H -0.4413 -2.0183 2.4133
O 0.4850 0.9877 -0.8334
P -0.9794 1.2263 -1.0575
C -1.3309 1.4775 -2.7916
C -2.6224 1.3730 -3.3180
C -2.8305 1.5715 -4.6701
C -1.7488 1.8574 -5.5011
C -0.4689 1.9462 -4.9843
C -0.2563 1.7676 -3.6225
C -1.9825 -0.1674 -0.5249
C -2.0788 -1.2832 -1.3559
C -2.6789 -2.4447 -0.8937
C -3.1762 -2.5000 0.4008
C -3.0752 -1.3961 1.2371
C -2.4773 -0.2333 0.7769
C -1.5353 2.6846 -0.1565
C -2.5913 3.4765 -0.6036
C -2.9665 4.6047 0.1087
C -2.2848 4.9517 1.2676
C -1.2250 4.1749 1.7103
C -0.8444 3.0461 0.9985
H -3.4555 1.1088 -2.6757
H -3.8281 1.4863 -5.0821
H -1.9110 1.9888 -6.5640
H 0.3821 2.1219 -5.6269
H 0.7461 1.8140 -3.2229
H -1.6572 -1.2535 -2.3532
H -2.7440 -3.3097 -1.5405
H -3.6402 -3.4095 0.7621
H -3.4474 -1.4457 2.2524
H -2.3927 0.6245 1.4313
H -3.1147 3.2215 -1.5154
H -3.7824 5.2198 -0.2483
H -2.5735 5.8385 1.8179
H -0.6838 4.4507 2.6060
H -0.0032 2.4479 1.3240

natural (NBO) atomic charge list, values in e, 8 entries: Au 1.069; O -1.020; P 2.531; O -1.142; O -1.232; O -1.129; P 2.570; O -1.022

=====

Entry 6:
Entry from OMol25: an isolated molecule of C3H5IO in a non-equilibrium geometry (wB97M-V/def2-TZVPD).

Results
Energy above the lowest of the compared OMol25 structures with the same formula, charge and spin (kcal per mole): 92.39
E (eV): -13335.36714
E_LUMO (spin up / spin down) (eV): 0.22 / 0.22

Geometry (Å):
C 1.2237 -1.4918 0.6574
C 0.9279 -0.2293 0.5719
C -0.9918 1.6096 -0.7531
O -1.6720 0.4851 -1.2526
I -0.5810 0.9605 1.5400
H 0.6167 -2.0672 1.3624
H 1.9461 -1.9673 0.0532
H 1.2570 0.5169 -0.2007
H -1.7445 2.3775 -0.6909
H -0.9821 -0.1940 -1.2877

natural (NBO) atomic charge list, values in e, 8 entries: C -0.426; C -0.338; C -0.152; O -0.704; I 0.354; H 0.214; H 0.227; H 0.237